<i>
ORCA calculation (the ωB97M-V functional and the def2-TZVPD basis) on C2H3N3OS2 as an isolated structure.

Last column: Mulliken charge in e.
Cartesian coordinates (Å):
C 1.657 -0.475 -0.174  0.53
C -0.134 0.707 -0.151  0.21
H 3.889 0.334 0.686  0.35
H 3.497 -1.375 -0.027  0.29
H -1.803 -1.200 1.495  0.17
N 2.975 -0.578 0.369  -0.53
N 0.650 -1.369 -0.462  -0.64
N -0.480 -0.579 -0.366  0.28
O 1.226 0.715 0.033  -0.26
S -2.067 -1.365 0.157  -0.02
S -0.842 2.166 0.014  -0.39

Gap between HOMO and LUMO   7.909 eV
E_HOMO   -0.301 Ha

<ii>
ORCA calculation (the ωB97M-V functional and the def2-TZVPD basis) on a 3-piece molecular cluster, C2H3N3OS2 overall.

Last column: Mulliken charge in e.
Cartesian coordinates (Å):
C -1.165 0.160 -0.011  0.43
C 0.972 -0.348 0.001  0.23
H 2.098 1.984 1.339  0.27
H 0.960 3.310 -0.317  0.35
H -2.866 -1.554 0.350  0.17
N 1.681 2.010 0.024  -0.77
N 0.771 0.976 -0.223  0.79
N -0.515 1.341 -0.009  -0.68
O -0.257 -0.936 -0.197  -0.26
S -2.927 -0.277 0.060  -0.20
S 2.269 -1.311 0.047  -0.33

Gap between HOMO and LUMO   8.096 eV
E_HOMO   -0.314 Ha

Going by the energies, <i> is most stable and the next is 57.7 kcal/mol up.

<i>
ORCA calculation (the ωB97M-V functional and the def2-TZVPD basis) on CH4N3OS as an isolated structure.

Last column: Mulliken charge in e.
Cartesian coordinates (Å):
C -1.386 1.455 -0.003  0.69
N -2.081 0.505 0.030  -0.36
N 1.982 0.606 -0.843  -0.37
N 0.461 -0.474 0.571  -0.46
O -0.407 2.066 0.062  -0.43
S 1.412 0.865 0.520  0.64
H -2.922 0.222 -0.355  0.28
H 2.749 1.093 -1.258  0.32
H -0.322 -0.494 1.190  0.32
H 0.322 -0.819 -0.372  0.37

Net charge   +1
Gap between HOMO and LUMO   9.867 eV
E_HOMO   -0.587 Ha

<ii>
ORCA calculation (the ωB97M-V functional and the def2-TZVPD basis) on CH4N3OS as an isolated structure.

Last column: Mulliken charge in e.
Cartesian coordinates (Å):
C -0.976 0.622 -0.233  0.53
N -0.847 -0.659 0.234  -0.21
N 0.286 1.277 -0.219  -0.26
N 0.928 -0.917 0.417  -0.30
O -2.000 1.158 -0.511  -0.42
S 1.572 0.293 -0.622  0.24
H -1.348 -1.409 -0.232  0.31
H 0.289 2.257 -0.475  0.32
H 0.911 -0.733 1.429  0.41
H 1.186 -1.889 0.212  0.39

Net charge   +1
Gap between HOMO and LUMO (spin up / spin down)   7.953 / 7.952 eV
E_HOMO (spin up / spin down)   -0.528 / -0.528 Ha

<iii>
ORCA calculation (the ωB97M-V functional and the def2-TZVPD basis) on an isolated ion of composition CH4N3OS and charge +1.

Last column: Mulliken charge in e.
Cartesian coordinates (Å):
C 0.596 0.628 -0.788  0.74
N -0.684 0.140 -0.492  -0.16
N 1.528 0.299 0.106  -0.45
N -0.926 -0.506 0.727  -0.31
O 0.801 1.378 -1.708  -0.44
S 0.420 -1.732 1.118  0.23
H -1.462 0.506 -1.029  0.27
H 2.499 0.167 -0.145  0.32
H -0.961 0.154 1.533  0.39
H -1.812 -1.035 0.677  0.41

Net charge   +1
Gap between HOMO and LUMO   7.225 eV
E_HOMO   -0.569 Ha

Going by the energies, <i> is most stable and the next is 18.3 kcal/mol up.

<i>
ORCA calculation (the ωB97M-V functional and the def2-TZVPD basis) on C3H9NS as an isolated structure.

Last column: Mulliken charge in e.
Cartesian coordinates (Å):
C 1.151 -1.544 -1.443  -0.81
C -0.242 -0.287 0.591  -0.67
C -0.247 1.363 0.974  -0.68
H 2.098 -2.085 -0.901  0.27
H 0.362 -2.185 -1.289  0.30
H 1.557 -1.719 -2.569  0.26
H -1.060 -0.940 0.910  0.40
H 0.497 -0.442 1.330  0.34
H -0.074 1.655 2.195  0.29
H 0.931 1.571 0.003  0.31
H -2.232 1.354 1.437  0.28
H -1.660 1.246 -0.648  0.28
N -1.570 2.019 0.552  -0.52
S 0.490 -0.006 -1.143  -0.04

Gap between HOMO and LUMO   9.098 eV
E_HOMO   -0.306 Ha

<ii>
ORCA calculation (the ωB97M-V functional and the def2-TZVPD basis) on one molecule with the formula C3H9NS.

Last column: Mulliken charge in e.
Cartesian coordinates (Å):
C 0.250 0.590 2.343  -0.91
S 0.719 0.438 0.585  -0.07
H 0.127 -0.411 2.745  0.30
H 1.073 1.053 2.911  0.30
H -0.596 1.206 2.644  0.31
C 0.131 -0.288 -2.276  -0.86
C -0.891 -0.314 0.015  -0.50
N -0.827 -0.845 -1.312  -0.27
H 0.039 0.793 -2.229  0.31
H -0.147 -0.631 -3.266  0.30
H 1.109 -0.713 -2.044  0.31
H -1.631 0.429 0.326  0.22
H -0.938 -1.186 0.679  0.29
H -1.069 -1.815 -1.318  0.26

Gap between HOMO and LUMO   9.337 eV
E_HOMO   -0.304 Ha
Structure (SMILES)   CNCSC

Going by the energies, <ii> is most stable and the next is 150.4 kcal/mol up.

<i>
ORCA calculation (the ωB97M-V functional and the def2-TZVPD basis) on one molecule with the formula C3H9NS.

Last column: Mulliken charge in e.
Cartesian coordinates (Å):
C 2.067 -1.287 0.652  -0.85
S 0.821 -0.118 1.430  -0.07
H 2.916 -0.650 0.464  0.30
H 2.317 -1.857 1.552  0.28
H 1.569 -1.868 -0.107  0.30
C -2.094 0.385 -0.388  -0.87
C 0.276 0.771 -0.038  -0.69
N -0.762 0.213 -0.882  -0.26
H -2.094 0.264 0.702  0.29
H -2.817 -0.306 -0.844  0.29
H -2.568 1.374 -0.477  0.31
H 1.220 1.014 -0.524  0.41
H -0.151 1.719 0.337  0.34
H -0.700 0.346 -1.877  0.22

Gap between HOMO and LUMO   9.673 eV
E_HOMO   -0.316 Ha
Structure (SMILES)   CNCSC

<ii>
ORCA calculation (the ωB97M-V functional and the def2-TZVPD basis) on a 2-piece molecular cluster, C3H9NS overall.

Last column: Mulliken charge in e.
Cartesian coordinates (Å):
C 2.805 0.658 0.052  -0.87
N 1.460 0.812 0.601  -0.27
C 0.456 0.023 -0.036  -0.06
C -0.852 -0.154 0.672  -0.62
S -2.038 -0.724 -0.554  -0.33
H 2.903 0.818 -1.028  0.32
H 3.126 -0.366 0.270  0.34
H 3.488 1.286 0.615  0.34
H 1.171 1.783 0.562  0.28
H 0.029 0.470 -1.028  -0.51
H 0.887 -0.950 -0.290  0.39
H -0.748 -0.835 1.514  0.36
H -1.153 0.815 1.099  0.23
H -0.306 0.842 -1.797  0.40

Gap between HOMO and LUMO   6.137 eV
E_HOMO   -0.286 Ha

Going by the energies, <i> is most stable and the next is 90.1 kcal/mol up.

<i>
ORCA calculation (the ωB97M-V functional and the def2-TZVPD basis) on a 2-piece molecular cluster, C3H9NS overall.

Last column: Mulliken charge in e.
Cartesian coordinates (Å):
C 1.062 -1.500 1.159  -1.13
C 0.177 -0.430 0.527  -0.24
C 1.156 0.633 -1.404  -0.29
N 0.480 -0.407 -0.973  -0.41
H 0.857 -1.542 2.226  0.33
H 0.854 -2.516 0.762  0.30
H 2.124 -1.320 0.883  0.29
H 0.442 0.530 0.958  0.31
H -0.857 -0.675 0.722  0.30
H 1.279 1.552 -0.927  0.29
H 1.591 0.453 -2.396  0.26
S -2.952 2.325 -0.695  -0.27
H -2.444 1.562 0.258  0.10
H -3.770 1.335 -1.100  0.15

Gap between HOMO and LUMO   10.641 eV
E_HOMO   -0.357 Ha
Structure (SMILES)   C=NCC.S

<ii>
ORCA calculation (the ωB97M-V functional and the def2-TZVPD basis) on one molecule with the formula C3H9NS.

Last column: Mulliken charge in e.
Cartesian coordinates (Å):
C 2.213 -0.638 -0.227  -1.29
C 0.908 0.202 -0.224  0.65
C -0.275 -0.711 0.089  -1.19
S -1.901 0.069 -0.082  -0.19
N 0.995 1.270 0.757  -0.69
H 2.482 -1.052 -1.192  0.33
H 3.008 0.003 0.136  0.40
H 2.118 -1.408 0.549  0.30
H 0.722 0.556 -1.242  0.28
H -0.258 -1.045 1.120  0.43
H -0.185 -1.590 -0.553  0.40
H -1.895 0.192 -1.410  0.11
H 1.242 2.142 0.309  0.24
H 0.081 1.433 1.176  0.23

Gap between HOMO and LUMO   10.117 eV
E_HOMO   -0.338 Ha
Structure (SMILES)   C[C@H](N)CS

Going by the energies, <ii> is most stable and the next is 30.0 kcal/mol up.

<i>
ORCA calculation (the ωB97M-V functional and the def2-TZVPD basis) on one molecule with the formula C3H9NS.

Last column: Mulliken charge in e.
Cartesian coordinates (Å):
C 0.600 -1.456 -1.662  -0.87
S 0.745 -1.423 0.137  -0.10
H 1.598 -1.454 -2.117  0.34
H 0.228 -0.505 -2.015  0.30
H 0.105 -2.369 -1.975  0.26
C 0.327 1.549 1.206  -0.91
C -0.770 -0.412 0.444  -0.63
N -0.526 0.988 0.179  -0.34
H -0.156 1.488 2.190  0.33
H 1.312 1.124 1.274  0.32
H 0.509 2.594 0.952  0.32
H -1.519 -0.905 -0.170  0.43
H -1.020 -0.640 1.485  0.33
H -1.433 1.420 0.071  0.22

Gap between HOMO and LUMO   9.602 eV
E_HOMO   -0.314 Ha
Structure (SMILES)   CNCSC

<ii>
ORCA calculation (the ωB97M-V functional and the def2-TZVPD basis) on one molecule with the formula C3H9NS.

Last column: Mulliken charge in e.
Cartesian coordinates (Å):
C 0.241 1.416 -0.023  -1.18
C 0.625 -0.050 0.626  0.03
C -0.558 -1.049 0.693  -0.52
H -0.456 0.974 -0.971  0.50
H -0.607 1.617 0.613  0.35
H 1.004 2.422 -0.038  0.23
H 1.050 0.221 1.764  0.28
H 1.988 -0.065 -1.417  0.10
H -0.240 -2.061 0.739  0.37
H -1.159 -0.515 1.572  0.27
H -2.148 -0.655 -1.079  0.26
H -0.735 -1.234 -1.528  0.26
N -1.086 -0.467 -0.751  -0.69
S 2.080 -0.554 -0.204  -0.25

Gap between HOMO and LUMO   9.509 eV
E_HOMO   -0.319 Ha
Structure (SMILES)   C[C@H](S)CN

Going by the energies, <i> is most stable and the next is 90.5 kcal/mol up.